Entry 1:
{"formula": "C9H13N", "method": "ωB97M-V/def2-TZVPD", "relative_energy_ev": 3.5011, "homo_ev": -6.948, "max_force_ha_per_bohr": 0.06620, "lumo_ev": 0.87, "charge": 0, "orbital_gap_ev": 7.8, "symbols": ["N", "C", "C", "C", "C", "C", "C", "C", "C", "C", "H", "H", "H", "H", "H", "H", "H", "H", "H", "H", "H", "H", "H"], "positions_angstrom": [[-0.725, 0.435, 1.626], [-1.755, 0.219, 2.332], [1.251, 1.239, 0.475], [0.030, 0.077, -3.534], [1.434, -1.668, -0.708], [0.106, -0.079, -2.220], [-2.304, 0.695, 3.682], [0.411, 0.523, 1.304], [1.387, -0.326, -1.455], [1.838, 0.900, -0.659], [-0.733, -0.233, -1.552], [0.487, -2.178, -0.983], [2.259, -2.248, -0.987], [1.774, 2.010, 1.136], [-0.853, 0.407, -4.220], [1.405, -1.514, 0.417], [2.444, 1.636, -1.072], [-1.979, 0.024, 4.386], [-2.373, -0.603, 1.941], [-3.375, 0.789, 3.759], [1.007, 0.046, -4.159], [2.161, -0.404, -2.199], [-1.837, 1.590, 4.020]], "atomic_forces_ev_per_a": [[-1.5, 0.3, 2.3], [-2.9, -1.4, -0.2], [2.0, 1.7, 1.8], [0.6, 1.1, -2.6], [-2.7, 1.3, 1.7], [0.0, -0.8, 0.4], [1.2, 1.4, -2.1], [1.5, -0.7, -0.3], [1.4, 0.7, -0.8], [-2.0, -1.4, -0.2], [-0.6, 0.6, -0.3], [0.7, -0.2, 0.3], [1.2, -0.8, -0.3], [-0.9, -0.4, -1.2], [1.3, -1.0, 1.9], [0.2, -0.3, -1.3], [1.4, 0.7, -0.9], [0.5, -2.1, 1.8], [0.2, 0.4, -0.1], [-0.3, 0.0, -0.5], [-1.6, 0.1, 1.2], [0.3, -0.1, -0.7], [0.2, 1.1, 0.0]], "mulliken_charge": [0.00, 0.04, -0.13, -0.64, -1.10, -0.26, -1.22, -0.18, 0.29, -0.70, 0.30, 0.29, 0.32, 0.25, 0.23, 0.28, 0.41, 0.33, 0.28, 0.32, 0.20, 0.36, 0.34]}

***

Entry 2:
{"formula": "C9H13N2", "method": "ωB97M-V/def2-TZVPD", "relative_energy_ev": 7.2652, "homo_ev": [-11.312, -11.314], "max_force_ha_per_bohr": 0.12420, "lumo_ev": [-6.71, -6.71], "charge": 1, "orbital_gap_ev": [4.6, 4.6], "symbols": ["N", "N", "C", "C", "C", "C", "C", "C", "C", "C", "C", "H", "H", "H", "H", "H", "H", "H", "H", "H", "H", "H", "H", "H"], "positions_angstrom": [[-0.665, 1.334, -0.639], [-1.088, -0.827, 0.143], [3.609, -0.084, -0.025], [-2.937, 1.781, 0.458], [-1.986, 1.553, -0.876], [-0.219, 0.091, -0.195], [-0.573, -3.062, -0.403], [2.251, 0.339, -0.422], [1.135, -0.224, 0.081], [-0.856, -2.083, 0.459], [-3.941, 1.123, 0.831], [4.322, -0.648, -0.795], [-0.129, 2.296, -0.609], [-2.221, 2.537, -1.445], [3.493, -0.775, 0.872], [-0.014, -2.776, -1.342], [1.302, -1.039, 0.758], [-2.522, 0.716, -1.364], [-4.812, 0.502, 1.052], [-2.476, 2.530, 1.068], [-0.905, -4.116, -0.300], [-1.014, -2.302, 1.522], [4.259, 0.745, 0.509], [2.197, 1.254, -1.095]], "atomic_forces_ev_per_a": [[0.9, 3.1, 0.0], [0.0, 6.1, -2.0], [2.9, -1.0, 2.0], [-1.0, -0.9, 1.3], [-2.3, 0.5, -2.4], [-1.5, -2.3, 1.5], [0.8, -0.3, -1.4], [-0.6, 1.7, -0.8], [3.0, 1.0, -0.8], [0.2, -3.6, 1.5], [0.8, 0.2, -0.7], [-1.8, 1.4, 1.3], [-0.6, -3.3, 0.3], [0.6, -1.7, 1.0], [0.2, 0.3, -1.3], [-1.4, -0.4, 0.6], [-0.2, -0.4, 0.2], [0.7, 0.4, 0.2], [0.5, 0.4, -0.1], [0.1, 0.6, 0.4], [1.0, 0.8, 0.5], [-0.8, -0.2, -0.3], [-1.3, -1.1, -1.6], [-0.1, -1.3, 0.6]], "mulliken_charge": [-0.13, -0.35, -1.08, -0.31, -0.59, 0.37, -0.51, 0.09, -0.36, -0.41, 0.04, 0.28, 0.35, 0.40, 0.29, 0.20, 0.36, 0.42, 0.38, 0.39, 0.28, 0.36, 0.28, 0.24]}

***

Entry 3:
{"formula": "C9H13N3O", "method": "ωB97M-V/def2-TZVPD", "relative_energy_ev": 4.8852, "homo_ev": -9.913, "max_force_ha_per_bohr": 0.10658, "lumo_ev": 0.67, "charge": 0, "smiles": "[H]/N=C/C/C=C\\[C@H](C#N)/C(CCO)=N/[H]", "orbital_gap_ev": 10.6, "symbols": ["O", "N", "N", "N", "C", "C", "C", "C", "C", "C", "C", "C", "C", "H", "H", "H", "H", "H", "H", "H", "H", "H", "H", "H", "H", "H"], "positions_angstrom": [[2.017, -2.641, -1.342], [1.561, 1.056, -0.102], [-3.109, -2.193, 1.424], [-1.436, -0.021, -1.466], [-0.964, -0.358, -0.346], [0.170, -1.375, -0.225], [-2.543, -1.206, 1.180], [-0.513, 1.860, 1.906], [-1.911, 0.022, 0.838], [0.767, -1.828, -1.596], [1.141, 2.230, 0.041], [-0.151, 2.482, 0.591], [-1.289, 0.767, 2.077], [1.823, -3.263, -0.625], [0.084, -2.488, -2.068], [1.191, -0.989, -2.238], [-0.243, 2.388, 2.764], [1.779, 3.270, -0.325], [-0.630, 3.472, 0.367], [2.540, 0.994, -0.595], [-2.585, 0.798, 0.516], [-0.716, 1.677, -0.056], [-0.327, -2.180, 0.272], [-1.063, -0.523, -2.309], [0.925, -0.938, 0.425], [-1.714, 0.588, 3.064]], "atomic_forces_ev_per_a": [[-1.5, 0.9, -0.1], [3.0, -0.1, -1.4], [1.1, 1.5, -0.4], [-0.7, -0.2, -1.3], [-0.1, -1.0, -1.1], [-0.4, 1.0, -0.4], [-2.1, -2.2, 0.9], [-1.0, -1.0, -0.1], [2.7, 1.4, 1.1], [2.9, 0.3, 1.8], [4.0, 3.4, -1.5], [-4.1, -2.2, -1.3], [0.4, 0.9, -1.1], [0.0, 0.2, -0.2], [-0.7, -0.2, -0.9], [-1.1, -1.0, 0.8], [0.5, 0.7, 1.5], [-1.5, -2.9, 0.9], [0.8, -0.8, 0.6], [-2.3, 0.4, 1.3], [-0.8, -0.3, -0.8], [0.5, 2.4, 0.4], [0.1, -1.2, 0.4], [0.2, 0.9, 1.2], [0.0, -0.3, -0.1], [0.4, -0.4, -0.2]], "mulliken_charge": [-0.54, -0.33, -0.53, -0.65, -0.08, -0.59, -0.05, -0.57, 0.65, -0.81, -0.19, 0.20, -0.68, 0.31, 0.41, 0.35, 0.45, 0.20, 0.37, 0.20, 0.40, -0.21, 0.63, 0.32, 0.32, 0.42]}

***

Entry 4:
{"formula": "C9H13N3O2S", "method": "ωB97M-V/def2-TZVPD", "relative_energy_ev": 1.8599, "homo_ev": -8.381, "max_force_ha_per_bohr": 0.07745, "lumo_ev": 0.54, "charge": 0, "orbital_gap_ev": 8.9, "symbols": ["S", "O", "O", "N", "N", "N", "C", "C", "C", "C", "C", "C", "C", "C", "C", "H", "H", "H", "H", "H", "H", "H", "H", "H", "H", "H", "H", "H"], "positions_angstrom": [[-2.535, 0.391, -1.451], [-3.927, 0.106, -1.555], [-1.709, -0.142, -2.476], [3.377, -1.478, 0.654], [-2.172, -1.085, 0.055], [-2.180, 1.580, -0.621], [0.120, 0.053, -0.073], [-0.400, 2.133, 1.182], [2.022, -1.420, 0.394], [-0.382, 1.425, -0.161], [1.235, -2.592, 0.405], [-0.188, -2.389, 0.348], [0.375, 2.217, -1.180], [1.453, -0.123, 0.049], [-0.691, -1.121, 0.102], [1.622, -3.503, 0.833], [0.579, 1.679, -2.027], [2.170, 0.691, -0.145], [-0.884, -3.154, 0.531], [-2.727, -0.962, 0.921], [1.267, 2.546, -0.673], [3.893, -0.656, 0.996], [0.638, 2.560, 1.363], [-0.084, 3.066, -1.435], [3.613, -2.355, 1.244], [-0.572, 1.502, 2.119], [-2.698, -1.816, -0.495], [-1.215, 2.844, 1.097]], "atomic_forces_ev_per_a": [[-1.2, 0.4, 0.9], [-0.7, 0.0, -0.2], [1.0, -0.6, -0.3], [1.3, -2.2, 1.8], [-0.8, -0.1, -1.3], [3.7, 0.0, 1.0], [-1.8, -2.2, 0.5], [0.8, -0.5, 1.4], [-0.8, 0.9, -0.7], [-3.4, 1.0, -0.8], [-1.5, 1.9, 1.1], [2.8, 1.8, -0.6], [1.0, -1.2, 2.6], [2.3, -1.8, 0.2], [-1.1, -1.0, 0.6], [0.2, -0.3, -0.4], [0.6, -1.4, -2.1], [-0.5, -0.4, 0.4], [-0.6, -1.1, 0.1], [0.9, 0.4, -0.6], [0.8, 0.0, -0.1], [-0.8, -0.6, -0.4], [-1.4, 0.0, -0.3], [-2.2, 3.2, -0.9], [-0.3, 2.2, -1.5], [-0.1, 0.4, -1.5], [1.5, 0.6, 0.8], [0.4, 0.6, 0.4]], "mulliken_charge": [0.97, -0.62, -0.52, -0.59, -0.37, -0.65, -0.06, -1.43, 0.62, 2.06, -0.92, -0.82, -2.08, -0.44, 0.17, 0.25, 0.43, 0.27, 0.51, 0.27, 0.45, 0.24, 0.32, 0.57, 0.25, 0.27, 0.40, 0.45]}